(1)
C25H26AsFeN4O8S as an isolated structure, computed with ωB97M-V/def2-TZVPD.

The geometry in XYZ format:
```
66
Properties=species:S:1:pos:R:3:forces:R:3:nbo_charge:R:1
As 2.106550 -1.379369 -0.841784 -0.23 -0.30 0.37 2.425
Fe 0.095590 0.180972 0.749514 0.11 0.05 0.98 1.323
S 1.510496 1.926054 -1.607852 -0.14 -0.11 0.08 2.437
O -0.217958 -1.075111 2.627582 -0.12 0.10 -0.46 -0.532
O -1.425062 1.275971 0.633079 0.07 0.11 0.26 -0.682
O 0.680496 0.823360 -1.009892 -0.33 -0.21 -0.10 -0.999
O 3.163377 -2.730961 -0.431871 0.06 0.06 0.04 -1.031
O 1.186593 2.120330 -2.984673 0.01 0.02 -0.03 -0.919
O 0.924289 -1.970125 -1.788567 0.16 0.08 -0.07 -1.130
O 1.509087 3.104145 -0.760452 0.01 0.02 0.04 -0.993
O 1.623715 -0.851422 0.740392 0.21 -0.12 -0.25 -1.096
N -1.205208 2.141010 3.534773 -0.04 -0.06 -0.05 -0.858
N 1.222923 1.637921 1.667089 -0.03 0.25 -0.27 -0.842
N -1.091554 -1.222907 0.243740 0.26 -0.51 -0.90 -0.209
N -1.992848 -1.225150 -0.633618 -0.14 0.32 0.42 -0.059
C 4.763095 -0.527238 -1.430368 0.01 0.01 -0.02 -0.213
C 4.187549 2.170027 -1.756604 0.02 -0.02 -0.02 -0.179
C 5.785227 0.381452 -1.662461 0.00 -0.04 0.00 -0.198
C 0.194004 -3.490723 2.799348 -0.03 0.02 -0.04 -0.298
C 0.075630 -4.725931 2.166721 0.01 -0.03 0.02 -0.185
C 0.396255 -0.876362 3.898745 0.00 0.07 0.09 -0.263
C 3.442888 -0.093386 -1.362551 -0.09 0.16 -0.03 -0.337
C -3.968556 1.122732 -2.630672 -0.03 0.02 0.01 -0.014
C -0.241911 -2.364647 2.129313 -0.04 -0.03 -0.02 0.388
C -4.519356 -1.251533 -3.961458 -0.02 0.00 -0.03 -0.192
C -0.458367 -4.834711 0.893196 -0.02 0.03 -0.02 -0.233
C -3.687753 2.331527 -1.919714 0.01 0.04 -0.01 -0.128
C 3.160660 1.261919 -1.539287 0.05 -0.07 -0.09 -0.351
C -3.348519 -0.068717 -2.217865 -0.03 0.03 0.02 -0.043
C -2.858016 2.365495 -0.852458 -0.06 -0.08 -0.03 -0.263
C 1.156523 2.407450 2.931532 0.02 -0.11 0.05 -0.213
C -5.140829 -0.061965 -4.374016 0.01 -0.03 0.01 -0.222
C -0.879682 -3.696359 0.216252 0.04 -0.07 0.01 -0.161
C -3.638522 -1.259206 -2.909675 0.05 0.04 0.02 -0.186
C 5.499667 1.728574 -1.814012 0.00 0.04 0.00 -0.194
C -0.765385 -2.474568 0.841603 -0.09 0.36 0.16 0.029
C -2.187078 1.181926 -0.415733 0.10 0.12 0.09 0.396
C -4.864274 1.107582 -3.716866 0.03 0.01 0.01 -0.195
C -2.434365 -0.026468 -1.098687 0.10 -0.22 -0.24 0.033
C -0.168183 3.101690 3.170416 0.01 0.02 0.02 -0.231
H -5.832496 -0.072544 -5.205722 0.01 0.00 -0.01 0.215
H 2.633726 -3.523224 -0.592207 0.04 -0.02 -0.03 0.501
H 0.419755 -5.612391 2.683156 0.00 0.00 0.00 0.218
H 0.107512 0.122335 4.210306 0.00 0.00 -0.01 0.233
H 0.633598 -3.430115 3.782898 0.00 0.00 0.00 0.225
H -2.639638 3.282535 -0.323080 -0.01 0.00 0.01 0.228
H -2.026664 2.625112 3.875340 0.03 0.00 0.05 0.364
H -0.013839 3.767760 4.021945 -0.03 0.05 -0.03 0.198
H 2.117054 1.151552 1.624855 0.02 0.02 0.04 0.405
H 6.808256 0.033200 -1.716833 0.00 0.00 0.01 0.220
H -4.732080 -2.174881 -4.484810 -0.01 0.00 0.00 0.214
H -1.506961 1.634707 2.708908 -0.04 0.05 -0.06 0.376
H 6.298807 2.438802 -1.981073 0.00 0.00 -0.01 0.220
H -4.155926 3.246260 -2.265162 -0.02 -0.01 0.01 0.215
H 1.958718 3.149767 2.906044 -0.03 0.03 0.03 0.198
H -1.247304 -3.734014 -0.798517 -0.01 0.01 0.00 0.248
H 1.347635 1.742285 3.771303 0.07 -0.03 -0.01 0.195
H -3.152929 -2.175019 -2.605395 0.01 -0.01 -0.01 0.229
H 1.256658 2.329369 0.907652 0.06 0.00 0.02 0.431
H -0.529381 -5.801785 0.414455 0.00 0.00 0.00 0.221
H 1.480164 -0.978545 3.814895 0.00 -0.03 -0.02 0.190
H 0.003303 -1.594597 4.617014 -0.01 0.00 0.00 0.190
H 3.948652 3.217923 -1.881725 0.00 0.00 -0.01 0.240
H -5.330533 2.036802 -4.021835 0.00 0.00 0.00 0.211
H -0.420760 3.731160 2.306375 0.00 -0.06 -0.02 0.181
H 4.983485 -1.575734 -1.290946 0.01 0.01 0.01 0.248
```
Positions in Å, forces in eV/Å.

Values from the calculation:
2S+1	2
total charge	0
HOMO level (spin up / spin down)	-7.9 / -8.0	eV
lowest unoccupied orbital energy (spin up / spin down)	-0.86 / -1.00	eV
⟨S²⟩	0.93

---

(2)
C25H26Cl4IrN6O2 as an isolated structure, computed with ωB97M-V/def2-TZVPD.

The geometry in XYZ format:
```
64
Properties=species:S:1:pos:R:3:forces:R:3:nbo_charge:R:1
Ir 0.058674 0.586359 -0.217852 -0.19 -3.16 0.10 1.158
Cl -0.196658 3.266343 -1.717303 -0.19 0.53 -0.19 0.005
Cl -2.371677 -2.538902 -5.901732 -0.02 -0.01 -0.03 0.143
Cl -1.166391 3.135157 1.042285 0.24 0.19 -0.05 -0.016
Cl -4.900706 -1.018055 -4.848321 -0.01 0.01 -0.05 0.133
O 1.550546 -2.163686 -2.757222 -0.07 0.06 -0.01 -0.494
O -3.907898 1.512164 -0.415567 -0.09 -0.13 -0.07 -0.488
N -1.895651 0.476488 -0.982260 -0.13 1.70 -0.62 -0.617
N 1.927650 0.909748 -1.163519 -0.24 1.60 -0.06 -0.387
N 0.122839 -0.543161 -1.890284 -0.33 -0.92 0.28 -0.522
N 1.408409 -0.475146 0.908667 0.66 0.18 0.21 -0.818
N 3.059013 0.797581 1.984144 0.14 0.23 -0.04 -0.379
N -1.328050 -0.007787 1.383821 -0.21 0.16 0.03 -0.457
C -0.977796 -0.608085 2.527729 -0.12 0.04 -0.11 0.064
C 4.479193 0.961758 -2.233912 0.04 0.00 0.00 -0.120
C -1.066398 -1.539750 -3.822968 0.13 0.03 0.18 -0.270
C -1.145106 4.090147 -0.474258 0.05 -0.08 -0.07 -0.373
C 4.455299 0.919915 2.471414 -0.10 -0.01 0.07 -0.214
C 2.386107 -0.105346 -1.902130 0.24 -0.03 0.09 0.085
C -2.264728 -1.604639 -4.487397 -0.24 0.06 0.03 -0.009
C 1.517765 1.921329 3.605405 0.03 0.01 0.01 -0.622
C 3.655178 -0.136819 -2.435809 0.06 -0.02 0.07 -0.184
C 2.720485 1.968441 -0.962976 -0.01 -0.08 -0.02 0.061
C 3.994600 2.034164 -1.501280 0.02 -0.02 0.00 -0.217
C 4.665945 0.469209 3.910496 -0.02 0.02 0.02 -0.623
C -2.934492 0.873602 -0.137632 0.07 -0.07 0.15 0.658
C 2.623759 -0.320949 1.428009 -0.12 -0.29 0.03 0.569
C -3.253451 -0.703678 3.265119 -0.03 0.00 0.05 -0.106
C -3.429416 -0.904143 -4.002168 0.15 -0.12 -0.17 -0.007
C -0.991535 -0.776057 -2.651169 0.23 0.05 -0.26 0.190
C -2.136264 -0.085255 -2.179094 -0.09 -0.06 0.16 0.290
C -2.634344 0.272097 1.195029 0.10 0.13 0.15 0.104
C -1.915921 -0.985408 3.474527 0.01 0.01 0.05 -0.214
C 1.348800 -1.111559 -2.213305 0.07 0.04 -0.16 0.634
C 3.539027 -1.516499 1.382294 -0.01 0.05 0.03 -0.689
C -3.620387 -0.045583 2.099002 0.02 0.14 0.04 -0.182
C -3.361417 -0.145854 -2.870608 0.06 -0.01 0.18 -0.300
C 2.186808 1.957296 2.236585 -0.03 -0.19 0.13 -0.218
H 2.799515 2.851567 2.129059 0.00 0.02 -0.01 0.222
H 1.073648 0.943849 3.797635 0.00 0.03 0.00 0.207
H 0.727510 2.671658 3.645691 0.01 0.01 0.00 0.237
H 4.149830 1.117950 4.615147 0.01 -0.01 0.00 0.221
H 5.110936 0.377734 1.794814 -0.01 -0.03 -0.02 0.216
H -1.585473 -1.495242 4.368539 0.01 0.01 0.00 0.253
H -2.166510 4.193082 -0.819377 -0.04 -0.03 0.03 0.254
H 0.070996 -0.798111 2.672552 0.02 -0.04 0.01 0.228
H 2.317773 2.773240 -0.368819 -0.04 0.05 -0.06 0.229
H 4.354650 -1.324366 0.682264 -0.01 -0.01 -0.01 0.256
H -3.998724 -0.986316 3.996737 0.01 -0.01 -0.01 0.255
H 4.587186 2.925920 -1.352166 0.01 -0.02 0.04 0.255
H 2.218741 2.140140 4.407748 -0.01 -0.02 0.00 0.233
H -4.221635 0.405820 -2.524137 -0.01 -0.03 0.03 0.276
H 4.325676 -0.551788 4.080450 0.01 0.00 -0.01 0.211
H 4.715454 1.973220 2.379125 0.02 0.01 -0.05 0.220
H 5.476541 0.985859 -2.653360 -0.02 0.01 -0.01 0.256
H 5.729712 0.510708 4.143287 -0.01 0.00 0.00 0.248
H -0.217390 -2.093382 -4.187960 -0.01 -0.01 -0.03 0.277
H 1.272613 -1.440295 0.638152 0.05 -0.03 0.01 0.388
H 1.423309 2.000325 1.467127 -0.05 -0.01 -0.09 0.198
H 3.975555 -1.741551 2.351759 0.03 0.02 0.00 0.257
H 3.001210 -2.393843 1.030455 0.00 0.00 0.00 0.242
H 3.958935 -1.001196 -3.010664 -0.02 0.01 -0.03 0.272
H -0.681480 5.044284 -0.262078 -0.03 0.03 0.06 0.249
H -4.643672 0.227475 1.879770 0.00 -0.03 -0.02 0.269
```
Positions in Å, forces in eV/Å.

Values from the calculation:
2S+1	2
total charge	+2
HOMO level (spin up / spin down)	-13.2 / -14.1	eV
lowest unoccupied orbital energy (spin up / spin down)	-6.60 / -7.82	eV
⟨S²⟩	0.77

---

(3)
C25H26F6InN4OP as an isolated structure, computed with ωB97M-V/def2-TZVPD.

The geometry in XYZ format:
```
64
Properties=species:S:1:pos:R:3:forces:R:3:nbo_charge:R:1
In 0.696631 0.300422 -0.263416 -0.37 -0.15 -0.10 1.699
P -0.334669 -1.041078 1.720884 0.20 0.49 -0.10 0.960
F 4.078531 -2.261978 -1.622016 0.18 0.03 -0.12 -0.284
F 1.990431 -1.819578 -1.294416 -0.41 0.19 -0.13 -0.343
F 4.622231 0.602522 -2.329116 0.29 -0.20 -0.09 -0.280
F 3.179931 -2.492578 0.336984 0.29 -0.16 0.11 -0.308
F 3.383931 1.918922 -1.158216 0.30 0.11 0.11 -0.309
F 2.479031 0.396922 -2.356816 -0.41 -0.11 -0.06 -0.336
O 2.592331 0.121522 0.523584 -1.10 0.32 0.06 -0.890
N 0.471531 2.398022 -1.046516 0.13 -1.27 0.60 -0.652
N -2.847069 -0.703778 -2.594016 -0.07 0.09 0.07 -0.474
N 0.233331 6.245722 -2.535616 0.06 0.13 -0.11 -0.723
N -0.844469 -0.477978 -1.764816 0.56 0.67 0.65 -0.605
C -1.627369 1.337622 2.069984 0.15 -0.15 -0.08 -0.149
C -2.225169 -4.387978 0.406384 -0.06 -0.01 -0.02 -0.189
C 0.720631 4.742522 -0.725216 0.02 -0.05 0.04 -0.288
C -3.903469 1.641722 2.729284 0.03 0.02 0.05 -0.169
C -1.790969 -0.045178 2.138984 0.07 -0.37 -0.05 -0.411
C 0.032531 -3.803278 1.922384 -0.05 0.19 0.01 -0.113
C -2.678269 2.182622 2.365684 0.07 0.05 -0.03 -0.215
C 3.250631 -1.724978 -0.751316 -0.06 -0.32 0.29 0.960
C -1.873769 -3.069978 0.630184 0.09 0.13 0.02 -0.202
C 0.823331 -0.969778 3.115184 -0.05 -0.18 -0.08 -0.944
C 0.167631 3.870222 -2.888016 0.09 0.04 0.01 -0.300
C 0.747231 3.453522 -0.266516 0.00 0.43 0.17 0.072
C 3.577731 -0.279078 -0.331216 0.81 -0.27 -0.35 0.093
C -0.851869 -1.584878 -2.556616 -0.12 -0.52 -0.47 -0.073
C 4.962931 -0.259578 0.324884 -0.30 0.01 -0.09 -0.635
C -3.015469 -0.584678 2.516484 0.13 0.05 0.02 -0.191
C -0.336469 -5.119878 1.699184 0.02 -0.05 -0.02 -0.206
C -4.064469 0.268922 2.820584 -0.08 0.00 -0.03 -0.171
C 0.237831 2.615622 -2.348416 -0.13 0.11 -0.42 0.077
C 0.371931 5.006122 -2.069816 -0.06 -0.53 0.20 0.275
C -0.754869 -2.770178 1.411184 -0.01 0.25 -0.09 -0.421
C -2.100669 -1.731978 -3.083416 0.54 -0.41 -0.13 -0.049
C 3.563231 0.652722 -1.556016 0.12 0.49 -0.17 0.954
C -1.469869 -5.413678 0.956684 0.06 0.11 0.01 -0.156
C -2.060569 0.031822 -1.802816 -0.27 0.42 0.23 0.196
H -3.152069 -1.654778 2.571984 0.00 -0.07 0.06 0.238
H 0.996531 3.231522 0.765384 0.04 0.15 -0.03 0.216
H 1.782231 -1.385578 2.799084 -0.05 0.06 0.06 0.274
H 0.262231 -5.920478 2.106184 0.05 -0.03 0.05 0.242
H 5.727131 -0.571278 -0.384416 0.05 -0.01 0.07 0.248
H 5.172131 0.749322 0.672384 0.02 0.03 -0.01 0.245
H 0.116231 1.730222 -2.963316 -0.07 0.16 -0.04 0.222
H -1.770169 -6.438978 0.803584 0.03 -0.09 -0.02 0.241
H 0.413931 -1.539978 3.951484 0.04 0.04 -0.01 0.269
H -4.729069 2.298022 2.949384 -0.13 0.07 0.07 0.241
H 0.973331 5.553322 -0.061416 -0.03 0.07 0.14 0.246
H -0.650969 1.743822 1.802884 -0.12 0.12 0.04 0.184
H 0.405431 7.043122 -1.946016 -0.01 0.00 -0.07 0.419
H -3.093669 -4.627978 -0.187316 -0.11 0.03 -0.04 0.232
H -3.820769 -0.541578 -2.809816 0.09 0.12 0.10 0.454
H 0.973131 0.067022 3.421084 -0.04 -0.06 -0.09 0.269
H 4.952031 -0.933878 1.179784 0.04 0.05 -0.03 0.245
H 0.033031 -2.172678 -2.698016 0.03 -0.19 -0.09 0.253
H 0.923031 -3.586478 2.493684 0.04 -0.02 0.08 0.219
H -2.471569 -2.263478 0.224184 -0.09 -0.02 -0.07 0.213
H -0.015969 6.415922 -3.497316 0.06 0.02 0.11 0.419
H -2.494769 -2.461878 -3.758516 -0.10 -0.16 -0.13 0.256
H -2.371969 0.915622 -1.281316 -0.18 0.17 0.09 0.235
H -2.540069 3.252022 2.314784 -0.04 0.09 0.01 0.234
H -0.011369 3.995522 -3.943516 -0.08 -0.06 -0.13 0.245
H -5.012069 -0.141878 3.130884 -0.12 -0.04 0.00 0.240
```
Positions in Å, forces in eV/Å.

Values from the calculation:
2S+1	1
total charge	+2
HOMO level	-14.5	eV
lowest unoccupied orbital energy	-5.80	eV

---

How do the records compare in energy above the lowest of the compared OMol25 structures with the same formula, charge and spin? In the order shown, they have 6.04; 48.35; 19.71 kcal per mole.